{
  "formula": "C3H8N2O",
  "method": "ωB97M-V/def2-TZVPD",
  "species": ["C", "N", "C", "C", "O", "N", "H", "H", "H", "H", "H", "H", "H", "H"],
  "coordinates": [[-1.0474, -0.4875, 1.1448], [-0.4671, -0.1951, -0.2270], [-1.0196, 1.0803, -0.7625], [1.0275, -0.2369, -0.5596], [1.4127, 0.0877, -1.6586], [1.7541, -0.6972, 0.4601], [-0.5544, -1.4094, 1.4870], [-0.7621, 0.3563, 1.7871], [-0.8625, -0.9422, -0.7983], [-0.6951, 1.2358, -1.7917], [-2.1014, 1.0136, -0.6678], [-0.6513, 1.8919, -0.1316], [2.7512, -0.7862, 0.3410], [1.2982, -0.8661, 1.3483]],
  "nbo_charge": [-0.748, -0.437, -0.408, 0.773, -0.598, -0.813, 0.136, 0.147, 0.427, 0.228, 0.236, 0.211, 0.417, 0.429],
  "e_homo_ev": -6.90,
  "lumo_ev": 0.68,
  "largest_force_ev_per_a": 0.54,
  "multiplicity": 1,
  "de_lowest_ev": 3.3085,
  "charge": 0,
  "homo_lumo_gap_ev": 7.58
}